# 1
The molecule C4H7NO2 in a non-equilibrium geometry. Source: the Open Molecules 2025 dataset; level of theory: ωB97M-V with the def2-TZVPD basis set.

Properties
* relative energy (zero: lowest compared OMol25 entry of this formula, charge and spin): 2.917 eV
* HOMO-LUMO gap: 10.04 eV
* E_tot: -361.77367 Eh
* 2S+1: 1
* structure (SMILES): [H]/N=C/[C@@H](C)C(=O)O
* max |F|: 5.44 eV/Å
* LUMO: 0.387 eV

```
14
Properties=species:S:1:pos:R:3:forces:R:3:lowdin_charge:R:1
H 0.402 -2.785 -1.537 -0.2 0.5 -0.1 0.062
N 0.159 -2.215 -0.726 -0.9 -0.2 0.8 0.123
C -0.330 -1.080 -0.936 2.5 2.4 -3.7 -0.245
C -0.479 0.088 -0.018 -0.7 -1.2 -0.9 -0.305
C -0.171 -0.210 1.441 0.2 0.7 0.3 -0.051
C 0.409 1.125 -0.744 4.3 1.2 3.1 -0.440
O 1.479 0.980 -1.343 -3.5 -0.3 0.4 0.109
O 0.183 2.376 -0.209 -0.4 0.8 -0.7 0.053
H -0.134 -0.358 -1.974 -1.3 -3.4 1.2 0.168
H -1.511 0.437 -0.138 0.1 0.1 0.1 0.149
H 0.903 -0.340 1.596 -0.1 -0.1 0.0 0.095
H -0.690 -1.115 1.772 0.1 0.1 -0.3 0.088
H -0.529 0.611 2.068 0.1 -0.1 0.1 0.075
H 0.308 2.484 0.748 -0.2 -0.6 -0.4 0.118
```
Forces are in eV/Å.

***

# 2
A structure of composition C38H20AlN13S. Source: the Open Molecules 2025 dataset; level of theory: ωB97M-V with the def2-TZVPD basis set.

Properties
* relative energy (zero: lowest compared OMol25 entry of this formula, charge and spin): 0.218 eV
* HOMO-LUMO gap (alpha / beta): 4.92 / 4.98 eV
* E_tot: -2812.84280 Eh
* 2S+1: 1
* max |F|: 0.67 eV/Å
* LUMO (alpha / beta): -1.855 / -1.828 eV

```
73
Properties=species:S:1:pos:R:3:forces:R:3:lowdin_charge:R:1
Al -0.023 0.011 -0.048 -0.1 0.0 0.3 0.075
C 0.639 -6.159 2.036 -0.1 -0.1 0.0 -0.067
C 2.002 -5.843 2.087 0.1 0.1 0.0 -0.071
C 2.469 -4.616 1.650 0.1 0.0 0.0 -0.020
C 1.531 -3.701 1.192 -0.4 -0.1 -0.1 -0.122
C 1.643 -2.324 0.761 0.2 -0.1 0.0 -0.262
N 2.798 -1.708 0.655 0.0 0.0 -0.1 0.229
C 2.870 -0.414 0.423 0.1 -0.1 0.2 -0.252
C 4.115 0.289 0.211 -0.1 0.3 0.0 -0.099
C 5.431 -0.144 0.100 0.1 -0.1 0.0 -0.007
C 6.402 0.816 -0.121 0.0 -0.1 0.0 -0.071
C 6.073 2.174 -0.214 0.0 0.1 0.0 -0.070
C 4.767 2.609 -0.084 0.0 0.1 0.0 -0.004
C 3.787 1.647 0.124 0.1 -0.3 0.1 -0.098
C 2.353 1.729 0.298 -0.1 0.1 0.2 -0.253
N 1.702 2.869 0.390 0.1 0.0 -0.1 0.221
C 0.389 2.916 0.484 0.0 0.0 0.0 -0.248
N -0.488 1.869 0.380 -0.1 0.0 -0.1 0.149
C -1.755 2.393 0.381 0.1 0.1 0.1 -0.245
N -2.889 1.756 0.173 -0.2 -0.2 0.0 0.233
C -2.952 0.453 0.057 0.0 0.3 0.1 -0.259
N -1.914 -0.434 0.159 0.1 -0.1 -0.3 0.119
C -2.444 -1.689 0.182 0.2 0.0 0.2 -0.243
N -1.803 -2.806 0.436 -0.3 -0.1 0.0 0.234
C -0.508 -2.832 0.658 0.2 0.1 0.0 -0.233
N 0.395 -1.818 0.478 -0.2 -0.1 0.0 0.160
C 0.172 -4.020 1.135 0.4 0.1 0.0 -0.098
C -0.292 -5.261 1.546 -0.1 0.0 0.0 0.005
C -3.886 -1.625 0.014 -0.2 0.3 -0.1 -0.090
C -4.868 -2.602 -0.026 0.0 -0.1 0.0 0.000
C -6.182 -2.182 -0.152 0.0 -0.1 0.0 -0.067
C -6.503 -0.825 -0.239 0.0 0.1 0.0 -0.067
C -5.521 0.152 -0.200 0.0 0.1 0.0 0.001
C -4.207 -0.268 -0.070 0.0 -0.4 0.0 -0.090
C -1.696 3.824 0.597 0.3 0.0 0.0 -0.094
C -2.681 4.789 0.754 0.0 0.0 0.0 0.000
C -2.266 6.089 0.981 -0.2 0.0 0.0 -0.068
C -0.908 6.424 1.035 0.2 0.0 0.0 -0.068
C 0.074 5.465 0.864 0.1 0.1 0.0 -0.004
C -0.340 4.156 0.656 -0.3 -0.1 0.0 -0.098
N 1.825 0.473 0.448 0.0 0.0 -0.4 0.143
H 0.310 -7.128 2.390 0.0 0.0 0.0 0.104
H 2.699 -6.572 2.480 0.0 0.0 0.0 0.104
H 3.521 -4.363 1.664 0.0 0.0 0.1 0.115
H 5.671 -1.196 0.179 0.0 0.0 0.0 0.114
H 7.436 0.515 -0.225 0.0 0.0 0.0 0.104
H 6.861 2.895 -0.391 0.0 0.0 0.0 0.104
H 4.506 3.657 -0.148 0.0 0.0 0.0 0.117
H -1.346 -5.498 1.494 0.0 0.0 0.0 0.117
H -4.608 -3.649 0.043 0.0 0.0 0.0 0.116
H -6.977 -2.916 -0.171 0.0 0.0 0.0 0.104
H -7.541 -0.532 -0.328 0.0 0.0 0.0 0.105
H -5.764 1.204 -0.266 0.0 0.0 0.0 0.117
H -3.728 4.520 0.712 0.0 0.0 0.0 0.116
H -3.006 6.867 1.117 0.0 0.0 0.0 0.105
H -0.624 7.452 1.218 0.0 0.0 0.0 0.104
H 1.127 5.712 0.892 0.0 0.0 0.0 0.115
N 0.085 0.148 -1.892 0.1 0.2 -0.3 0.192
C 0.025 0.960 -2.754 0.1 0.0 0.3 -0.248
N -0.060 1.700 -3.738 -0.2 -0.4 -0.5 0.119
C 0.042 2.964 -4.047 0.1 0.3 0.2 -0.374
N 0.120 4.067 -4.387 0.0 -0.1 0.0 0.101
S -1.664 0.040 3.285 -0.1 0.1 0.1 0.697
C -0.093 -0.404 3.524 0.1 0.3 -0.2 -0.865
N 0.887 0.585 3.575 -0.1 -0.4 0.1 0.066
C 2.168 0.327 3.896 0.2 0.0 0.0 -0.071
C 2.560 -0.954 4.116 0.0 -0.1 0.0 -0.040
C 1.571 -1.950 3.929 0.0 0.2 0.0 -0.113
N 0.325 -1.694 3.641 0.0 -0.3 0.1 0.085
H 0.564 1.526 3.402 0.0 0.1 0.0 0.130
H 2.839 1.173 3.959 0.0 0.0 0.0 0.136
H 3.572 -1.201 4.394 0.0 0.0 -0.1 0.106
H 1.831 -3.002 4.009 0.0 0.0 0.0 0.116
```
Forces are in eV/Å.